(1)
C84H98F16N22O32S16 | ωB97M-V/def2-TZVPD

For the total energy, the calculation gives -14838.82029 a.u. The relative energy (zero: lowest compared OMol25 entry of this formula, charge and spin) is 3.2 kcal per mole. The spin multiplicity is 1. For the HOMO-LUMO gap, the calculation gives 6.12 eV. As for the LUMO energy: -9.75 eV. The charge is +6. The HOMO energy comes out at -15.87 eV.

Cartesian coordinates (Å):
C 16.884 16.867 29.179
N 16.924 15.476 29.589
C 16.884 15.234 30.901
C 16.937 13.949 31.347
C 16.940 12.901 30.430
C 16.867 13.191 29.050
C 16.900 14.510 28.666
C 17.200 11.521 30.887
C 18.219 11.242 31.836
C 18.559 9.945 32.061
N 17.883 8.917 31.473
C 16.914 9.123 30.580
C 16.491 10.457 30.306
C 18.393 7.555 31.662
H 17.861 17.302 29.473
H 16.093 17.404 29.702
H 16.757 16.897 28.104
H 16.780 16.116 31.512
H 16.929 13.764 32.417
H 16.908 12.378 28.296
H 17.038 14.813 27.674
H 18.825 11.981 32.259
H 19.299 9.624 32.802
H 16.389 8.236 30.155
H 15.712 10.584 29.590
H 17.740 6.937 32.233
H 19.340 7.601 32.185
H 18.587 7.114 30.709
C 26.736 10.717 17.559
N 25.611 11.695 17.576
C 25.865 12.951 17.222
C 24.770 13.721 16.838
C 23.454 13.300 16.977
C 23.309 12.094 17.672
C 24.331 11.261 17.881
C 22.274 14.056 16.547
C 22.343 14.897 15.382
C 21.211 15.629 15.092
N 20.106 15.619 15.851
C 20.006 14.802 16.903
C 21.060 13.938 17.187
C 19.028 16.667 15.807
H 26.603 10.042 16.681
H 26.629 10.164 18.490
H 27.621 11.329 17.603
H 26.933 13.170 17.044
H 25.049 14.664 16.301
H 22.325 11.894 17.992
H 24.306 10.316 18.403
H 23.244 15.059 14.802
H 21.189 16.352 14.261
H 19.125 14.956 17.461
H 20.911 13.287 18.000
H 19.327 17.556 16.349
H 18.187 16.139 16.258
H 18.784 16.840 14.756
C 18.750 29.744 22.895
N 17.737 29.028 23.687
C 16.474 29.486 23.614
C 15.482 28.972 24.373
C 15.778 27.844 25.079
C 17.085 27.384 25.071
C 18.070 27.996 24.390
C 14.801 27.133 25.932
C 14.140 27.865 26.888
C 13.209 27.223 27.665
N 12.995 25.913 27.567
C 13.639 25.165 26.721
C 14.565 25.715 25.846
C 11.827 25.484 28.431
H 18.270 30.464 22.229
H 19.416 29.040 22.432
H 19.458 30.331 23.523
H 16.333 30.326 22.925
H 14.515 29.449 24.292
H 17.265 26.481 25.737
H 19.118 27.721 24.433
H 14.244 28.870 27.081
H 12.619 27.728 28.445
H 13.520 24.067 26.639
H 15.124 25.099 25.197
H 11.012 26.106 28.279
H 12.041 25.453 29.494
H 11.579 24.490 28.120
C 28.567 21.213 20.800
N 29.629 20.155 20.664
C 29.506 19.092 19.835
C 30.377 17.978 19.923
C 31.455 18.079 20.804
C 31.676 19.272 21.469
C 30.711 20.255 21.439
C 32.442 16.963 20.867
C 33.735 17.296 20.449
C 34.658 16.259 20.336
N 34.334 14.974 20.513
C 33.115 14.624 20.977
C 32.193 15.620 21.223
C 35.252 13.868 20.070
H 27.958 21.138 19.937
H 29.039 22.224 20.808
H 27.954 21.094 21.664
H 28.661 19.107 19.183
H 30.254 17.102 19.212
H 32.659 19.375 21.969
H 30.798 21.158 22.065
H 34.023 18.252 20.182
H 35.621 16.449 19.891
H 32.842 13.595 21.112
H 31.256 15.234 21.594
H 35.824 14.182 19.158
H 34.559 13.104 19.725
H 35.895 13.567 20.957
C 20.143 23.963 19.156
N 18.879 24.190 18.468
C 17.789 23.632 19.024
C 16.538 23.803 18.406
C 16.526 24.442 17.184
C 17.680 24.904 16.570
C 18.854 24.781 17.251
C 15.311 24.699 16.356
C 14.762 26.000 16.203
C 13.619 26.166 15.540
N 12.970 25.106 15.013
C 13.400 23.868 15.215
C 14.567 23.623 15.910
C 11.721 25.395 14.331
H 20.151 24.732 19.951
H 20.983 24.078 18.588
H 20.181 23.012 19.686
H 17.996 23.223 19.977
H 15.698 23.464 18.928
H 17.592 25.298 15.540
H 19.746 25.271 16.841
H 15.377 26.816 16.596
H 13.061 27.079 15.388
H 12.714 23.121 14.834
H 14.635 22.602 16.250
H 11.077 26.013 14.919
H 11.253 24.437 13.989
H 11.961 25.953 13.400
C 28.068 33.776 27.935
N 27.657 32.335 27.895
C 26.439 31.932 28.140
C 26.019 30.636 28.001
C 26.895 29.670 27.470
C 28.180 30.113 27.156
C 28.497 31.423 27.365
C 26.380 28.263 27.299
C 26.335 27.641 26.048
C 25.938 26.328 25.945
N 25.446 25.687 27.033
C 25.397 26.329 28.220
C 25.823 27.633 28.373
C 25.096 24.265 26.925
H 27.962 34.162 26.941
H 29.112 33.895 28.239
H 27.339 34.263 28.638
H 25.810 32.725 28.554
H 24.995 30.495 28.127
H 28.975 29.479 26.763
H 29.415 31.791 27.088
H 26.732 28.233 25.166
H 25.886 25.829 24.967
H 24.993 25.758 29.059
H 25.911 28.021 29.392
H 26.024 23.699 26.800
H 24.567 24.168 25.978
H 24.478 23.976 27.769
C 25.373 17.651 24.639
N 24.311 18.624 24.278
C 23.383 18.191 23.396
C 22.272 18.941 23.165
C 22.199 20.170 23.827
C 23.254 20.629 24.589
C 24.301 19.780 24.912
C 21.054 21.059 23.670
C 21.139 22.408 23.320
C 19.916 23.070 23.168
N 18.733 22.487 23.296
C 18.613 21.193 23.632
C 19.766 20.468 23.742
C 17.519 23.237 23.284
H 25.178 17.310 25.636
H 26.322 18.162 24.787
H 25.341 16.801 24.001
H 23.562 17.223 22.895
H 21.563 18.562 22.482
H 23.303 21.650 24.877
H 25.238 20.074 25.347
H 21.943 23.084 23.284
H 19.988 24.090 22.787
H 17.642 20.818 23.782
H 19.600 19.421 23.972
H 16.711 22.732 22.747
H 17.615 24.258 22.909
H 17.316 23.179 24.346
N 18.074 20.276 18.645
S 19.167 20.497 17.532
O 19.530 21.790 17.365
O 18.705 19.706 16.460
F 20.603 19.725 18.074
S 18.395 20.550 20.164
O 17.127 20.897 20.842
O 19.562 21.338 20.421
F 18.712 18.998 20.618
N 21.473 27.532 25.253
S 21.472 26.636 26.520
O 21.204 27.481 27.640
O 22.713 25.918 26.705
F 20.399 25.554 26.330
S 21.998 26.889 23.984
O 21.407 25.588 23.603
O 23.404 27.179 23.729
F 21.277 28.011 22.971
N 28.079 15.358 20.786
S 28.786 14.185 20.042
O 27.833 13.604 19.194
O 29.745 13.421 20.814
F 29.649 15.042 18.960
S 28.440 15.711 22.328
O 29.462 16.715 22.347
O 28.376 14.656 23.258
F 27.134 16.631 22.550
N 16.136 22.842 27.328
S 15.690 21.346 26.681
O 16.029 20.402 27.711
O 15.932 21.125 25.270
F 14.137 21.381 26.725
S 17.636 23.356 27.196
O 17.454 24.752 27.125
O 18.463 22.711 26.308
F 18.115 23.034 28.528
N 23.065 16.153 18.490
S 24.542 16.622 18.801
O 24.614 17.601 19.823
O 25.214 16.887 17.588
F 25.252 15.380 19.420
S 21.795 16.408 19.392
O 20.626 16.619 18.599
O 21.911 17.224 20.551
F 21.511 14.978 20.039
N 16.362 25.567 21.205
S 14.842 25.519 21.207
O 14.292 25.055 19.976
O 14.108 26.491 21.919
F 14.864 24.319 22.281
S 17.201 26.761 20.643
O 16.810 28.083 20.944
O 17.751 26.597 19.292
F 18.477 26.515 21.624
N 19.222 17.002 24.971
S 18.041 15.950 24.739
O 17.256 15.654 25.905
O 18.370 14.969 23.799
F 17.087 16.939 23.933
S 19.613 17.554 26.340
O 20.608 18.525 26.041
O 19.709 16.656 27.425
F 18.478 18.492 26.851
N 27.347 22.900 23.050
S 27.570 22.648 24.602
O 26.927 21.441 25.118
O 27.530 23.785 25.464
F 29.077 22.258 24.535
S 25.941 23.377 22.490
O 24.920 23.622 23.460
O 25.668 22.643 21.284
F 26.252 24.847 21.948

---

(2)
C24H40BeF3NO15 | ωB97M-V/def2-TZVPD

For the total energy, the calculation gives -2435.96825 a.u. The relative energy (zero: lowest compared OMol25 entry of this formula, charge and spin) is 0.0 kcal per mole. The spin multiplicity is 1. For the HOMO-LUMO gap, the calculation gives 8.12 eV. As for the LUMO energy: 0.22 eV. The charge is 0. The HOMO energy comes out at -7.90 eV.

Cartesian coordinates (Å):
Be -0.038 -0.229 -0.569
C 1.372 -1.578 -3.045
O 1.326 -2.225 -1.727
O 0.718 -0.447 -2.920
C 2.771 -1.651 -3.699
F 3.066 -0.586 -4.445
F 3.768 -1.810 -2.795
F 2.900 -2.737 -4.494
C 1.824 -3.530 -1.557
C 1.230 -4.128 -0.276
H 1.577 -5.157 -0.163
H 1.630 -3.598 0.591
H 0.147 -4.043 -0.208
H 2.909 -3.506 -1.455
H 1.512 -4.260 -2.317
H 0.764 -2.340 -3.580
N -0.874 -2.892 2.040
O -2.090 -2.828 2.319
O -0.158 -3.759 2.542
O -0.390 -2.031 1.266
C 1.472 2.517 -2.221
O 0.148 2.161 -1.950
C -0.845 3.029 -2.446
C -0.928 4.386 -1.767
O -1.525 4.205 -0.484
C -1.488 5.311 0.353
H 1.716 2.710 -3.274
H 2.179 1.755 -1.908
H 1.724 3.458 -1.716
H -1.848 2.606 -2.376
H -0.627 3.109 -3.518
H -1.657 5.046 -2.250
H 0.072 4.827 -1.731
H -1.250 5.135 1.403
H -2.409 5.898 0.246
H -0.704 6.044 0.106
O -2.014 0.274 0.414
C -2.850 0.026 1.249
O -2.716 0.435 2.504
C -3.816 -0.053 3.285
C -4.501 -1.152 2.447
C -4.108 -0.768 1.012
H -4.509 0.758 3.516
H -3.467 -0.466 4.229
H -5.578 -1.127 2.603
H -4.078 -2.136 2.618
H -4.891 -0.213 0.496
H -3.841 -1.624 0.395
O -1.753 -1.880 -1.512
C -2.177 -2.967 -1.790
O -3.036 -3.606 -1.010
C -3.461 -4.869 -1.530
C -2.899 -4.900 -2.980
C -1.783 -3.811 -2.974
H -4.517 -4.973 -1.318
H -2.835 -5.687 -1.167
H -3.672 -4.709 -3.725
H -2.436 -5.860 -3.195
H -1.777 -3.214 -3.878
H -0.853 -4.305 -2.692
O 0.106 1.679 0.936
C 0.433 2.529 1.712
O 1.051 3.648 1.294
C 1.331 4.521 2.423
C 0.372 4.056 3.522
C 0.088 2.583 3.162
H 1.322 5.538 2.040
H 2.365 4.317 2.718
H -0.517 4.693 3.523
H 0.689 4.189 4.557
H -0.936 2.286 3.365
H 0.793 1.983 3.740
O 2.094 0.020 0.330
C 3.131 0.364 0.828
O 3.865 1.366 0.336
C 5.193 1.332 0.905
C 5.004 0.581 2.238
C 3.765 -0.276 2.024
H 5.601 2.333 1.010
H 5.833 0.757 0.237
H 5.039 1.136 3.175
H 5.891 -0.049 2.350
H 3.043 -0.319 2.836
H 4.017 -1.305 1.765

---

(3)
C3H5N3S | ωB97M-V/def2-TZVPD

For the total energy, the calculation gives -679.66690 a.u. Its SMILES is CN(N)C(=S)C#N. The relative energy (zero: lowest compared OMol25 entry of this formula, charge and spin) is 74.2 kcal per mole. The spin multiplicity is 1. For the HOMO-LUMO gap (spin up / spin down), the calculation gives 7.88 / 7.88 eV. As for the LUMO energy (spin up / spin down): -0.86 / -0.86 eV. The charge is 0. The HOMO energy (spin up / spin down) comes out at -8.75 / -8.75 eV.

Cartesian coordinates (Å):
C -2.514 -1.391 0.242
C -1.994 -0.149 0.051
C 0.190 -0.913 -0.224
N -2.948 -2.448 0.457
N -0.491 1.403 -0.678
N -0.750 0.140 -0.252
S -3.253 1.255 0.198
H 1.052 -0.729 0.353
H -0.365 -1.710 0.297
H 0.511 -1.217 -1.230
H 0.332 1.784 -0.243
H -1.531 1.859 -0.472

---

(4)
C4H9NO | ωB97M-V/def2-TZVPD

For the total energy, the calculation gives -287.68555 a.u. Its SMILES is CC1(C)CON1. The relative energy (zero: lowest compared OMol25 entry of this formula, charge and spin) is 92.2 kcal per mole. The spin multiplicity is 1. For the HOMO-LUMO gap, the calculation gives 9.19 eV. As for the LUMO energy: 0.96 eV. The charge is 0. The HOMO energy comes out at -8.23 eV.

Cartesian coordinates (Å):
C -1.126 -0.275 0.827
C 0.052 0.036 -0.163
C 0.745 -1.298 -0.371
C 0.903 1.276 0.182
N -1.102 0.234 -1.113
O -2.132 0.150 -0.138
H -1.171 -1.328 1.175
H -1.089 0.269 1.804
H 0.849 -1.820 0.598
H 1.657 -1.133 -0.886
H 0.059 -1.935 -0.971
H 1.070 1.905 -0.705
H 1.940 0.912 0.375
H 0.540 1.892 1.019
H -1.196 1.117 -1.633

---

Which of these has the highest relative energy (zero: lowest compared OMol25 entry of this formula, charge and spin)?
C4H9NO

---

Which value of relative energy (zero: lowest compared OMol25 entry of this formula, charge and spin) does entry 3 give?
74.2 kcal per mole